# 1
Here is a structure of composition C43H62N3O5P3SiTa from OMol25. Energies are from the ωB97M-V functional and the def2-TZVPD basis.

Values from the calculation:
- charge = +3
- LUMO energy (eV) = -10.22
- energy relative to the best compared isomer or geometry (same formula, charge and spin) (eV) = 0.000
- energy (eV) = -97580.7431
- E_HOMO (eV) = -16.5

Cartesian coordinates (Å):
Ta: 0.182 -0.445 0.207
C: 3.607 2.957 2.545
C: 3.021 1.969 1.537
C: 3.283 2.455 0.114
P: 1.189 1.689 1.780
C: 0.948 1.671 3.617
C: 1.710 0.515 4.270
C: -0.535 1.682 3.980
C: 0.395 3.220 1.200
C: 0.450 4.377 1.976
C: -0.160 5.545 1.541
C: -0.860 5.555 0.344
C: -0.909 4.407 -0.433
C: -0.269 3.235 -0.033
Si: -0.235 1.750 -1.196
C: 1.136 1.978 -2.456
C: 1.281 3.225 -3.065
C: 2.256 3.450 -4.025
C: 3.090 2.409 -4.405
C: 2.971 1.166 -3.802
C: 2.015 0.948 -2.811
P: 1.863 -0.714 -2.062
C: 1.228 -1.665 -3.531
C: 1.483 -3.169 -3.473
C: -0.250 -1.320 -3.735
C: 3.526 -1.467 -1.682
C: 4.266 -0.781 -0.533
C: 4.475 -1.594 -2.878
C: -1.920 1.607 -2.035
C: -2.208 2.326 -3.194
C: -3.496 2.374 -3.707
C: -4.530 1.737 -3.037
C: -4.263 1.002 -1.891
C: -2.959 0.896 -1.409
P: -2.586 -0.173 0.019
C: -3.407 0.595 1.519
C: -3.173 2.105 1.489
C: -4.893 0.281 1.675
C: -3.312 -1.862 -0.326
C: -3.082 -2.754 0.899
C: -4.751 -1.980 -0.825
H: 4.672 3.057 2.337
H: 3.514 2.625 3.578
H: 3.164 3.947 2.437
H: 3.490 0.991 1.680
H: 2.792 3.411 -0.069
H: 2.935 1.741 -0.628
H: 4.354 2.604 -0.025
H: 1.393 2.608 3.957
H: 1.205 -0.433 4.103
H: 1.764 0.677 5.346
H: 2.732 0.432 3.898
H: -1.029 0.791 3.594
H: -1.041 2.563 3.584
H: -0.641 1.695 5.065
H: 0.964 4.387 2.928
H: -0.096 6.440 2.146
H: -1.365 6.455 0.017
H: -1.465 4.423 -1.365
H: 0.631 4.041 -2.769
H: 2.367 4.428 -4.473
H: 3.832 2.558 -5.178
H: 3.636 0.375 -4.116
H: 1.795 -1.250 -4.368
H: 1.040 -3.624 -2.592
H: 2.545 -3.404 -3.480
H: 1.048 -3.638 -4.356
H: -0.850 -1.650 -2.883
H: -0.624 -1.816 -4.632
H: -0.398 -0.246 -3.866
H: 3.239 -2.473 -1.352
H: 4.577 0.225 -0.812
H: 5.166 -1.355 -0.309
H: 3.671 -0.742 0.373
H: 5.025 -0.668 -3.040
H: 3.991 -1.887 -3.808
H: 5.209 -2.363 -2.636
H: -1.416 2.859 -3.708
H: -3.699 2.924 -4.616
H: -5.545 1.800 -3.406
H: -5.084 0.529 -1.373
H: -2.862 0.179 2.373
H: -3.714 2.560 0.659
H: -2.118 2.354 1.390
H: -3.543 2.550 2.414
H: -5.464 0.600 0.804
H: -5.276 0.838 2.531
H: -5.088 -0.773 1.863
H: -2.663 -2.211 -1.133
H: -3.721 -2.458 1.732
H: -2.044 -2.730 1.229
H: -3.332 -3.788 0.657
H: -5.481 -1.613 -0.107
H: -4.954 -3.040 -0.986
H: -4.902 -1.482 -1.779
O: 1.936 -4.979 3.869
C: 0.814 -4.562 4.427
O: 0.287 -5.114 5.345
C: 0.155 -3.330 3.861
C: -1.031 -2.856 4.386
N: -1.392 -1.787 3.662
N: -0.521 -1.503 2.695
C: 0.434 -2.437 2.811
C: 1.564 -2.366 1.868
O: 2.322 -3.278 1.666
O: 1.625 -1.202 1.230
H: 2.226 -4.470 3.096
H: -1.597 -3.228 5.226
H: -2.202 -1.206 3.810
C: 0.278 -4.944 0.000
C: -0.455 -3.946 -0.840
N: -1.251 -4.438 -1.781
O: -0.354 -2.707 -0.673
H: 0.445 -5.870 -0.547
H: -0.330 -5.178 0.878
H: 1.231 -4.554 0.345
H: -1.328 -5.433 -1.922
H: -1.765 -3.843 -2.413



# 2
Here is the ion C8H18NO3 with charge +1 from OMol25. Energies are from the ωB97M-V functional and the def2-TZVPD basis.

Values from the calculation:
- charge = +1
- LUMO energy (eV) = -3.17
- energy relative to the best compared isomer or geometry (same formula, charge and spin) (eV) = 1.195
- SMILES = CC(C)(C)O[C@](C)(O)[NH2+]CC=O
- energy (eV) = -16211.6189
- E_HOMO (eV) = -13.8

Cartesian coordinates (Å):
C: 1.445 1.183 -1.573
C: 1.388 0.703 -0.154
C: 1.448 1.924 0.775
C: 2.563 -0.217 0.409
O: 0.110 0.168 0.345
C: -0.459 -1.162 -0.257
C: -0.210 -2.291 0.719
O: -0.085 -1.427 -1.549
N: -1.864 -0.677 -0.409
C: -2.504 -0.062 0.691
C: -3.080 1.291 0.208
O: -2.908 1.629 -0.939
H: 0.659 0.717 -2.152
H: 1.631 2.286 -1.439
H: 2.370 0.866 -1.978
H: 0.618 2.501 0.483
H: 2.424 2.419 0.642
H: 1.323 1.696 1.784
H: 2.476 -1.258 0.321
H: 3.465 -0.008 -0.121
H: 2.355 -0.144 1.511
H: 0.847 -2.424 0.921
H: -0.592 -3.235 0.406
H: -0.710 -1.971 1.690
H: 0.312 -2.293 -1.663
H: -2.400 -1.528 -0.695
H: -1.854 0.028 -1.253
H: -1.677 0.172 1.380
H: -3.260 -0.630 1.001
H: -3.831 1.745 0.897



# 3
Here is a structure of composition C31H29N3O4PS3SbTeW from OMol25. Energies are from the ωB97M-V functional and the def2-TZVPD basis.

Values from the calculation:
- charge = -1
- LUMO energy (alpha / beta) (eV) = 1.98 / 1.47
- 2S+1 = 2
- energy relative to the best compared isomer or geometry (same formula, charge and spin) (eV) = 2.121
- energy (eV) = -102731.5681
- E_HOMO (alpha / beta) (eV) = -4.2 / -4.2

Cartesian coordinates (Å):
W: 0.107 0.230 -0.415
O: -0.330 1.884 -0.483
N: -1.001 0.350 1.556
C: -0.725 0.690 2.816
C: -1.704 1.006 3.729
C: -3.041 0.967 3.328
C: -3.335 0.646 2.024
C: -2.280 0.348 1.153
S: -2.471 -0.120 -0.497
H: 0.324 0.688 3.082
H: -1.427 1.277 4.738
H: -3.833 1.164 4.040
H: -4.344 0.615 1.636
S: -0.214 -2.180 0.174
C: 1.507 -2.287 0.075
S: 2.224 -1.232 -1.157
C: 2.291 -2.830 1.057
C: 3.715 -2.703 1.089
N: 4.861 -2.597 1.112
C: 1.686 -3.524 2.153
N: 1.243 -4.073 3.064
C: 1.655 4.743 1.111
C: 1.512 3.293 1.532
O: 2.680 2.574 1.099
P: 2.672 1.156 0.279
O: 1.501 0.378 1.005
Te: 5.005 0.871 0.475
O: 2.163 1.711 -1.215
C: 2.975 2.731 -1.840
C: 2.105 3.454 -2.850
H: 0.980 5.375 1.690
H: 1.421 4.858 0.051
H: 2.683 5.067 1.277
H: 0.618 2.857 1.097
H: 1.462 3.203 2.620
H: 3.830 2.243 -2.308
H: 3.339 3.412 -1.073
H: 1.947 2.844 -3.741
H: 2.579 4.395 -3.132
H: 1.127 3.659 -2.411
C: -4.446 -2.510 -3.901
C: -4.431 -1.197 -4.351
C: -3.322 -0.387 -4.116
C: -2.237 -0.900 -3.430
C: -2.241 -2.217 -2.983
C: -3.352 -3.021 -3.213
Sb: -0.123 0.211 -3.047
C: -1.161 1.943 -3.790
C: -2.146 2.522 -2.995
C: -2.756 3.704 -3.399
C: -2.371 4.322 -4.581
C: -1.386 3.750 -5.372
C: -0.784 2.562 -4.981
C: 0.413 -0.879 -4.798
C: -0.372 -0.793 -5.947
C: -0.016 -1.505 -7.080
C: 1.112 -2.319 -7.070
C: 1.892 -2.407 -5.928
C: 1.551 -1.679 -4.792
H: -5.312 -3.134 -4.084
H: -5.284 -0.798 -4.887
H: -3.319 0.640 -4.464
H: -1.391 -2.618 -2.443
H: -3.366 -4.044 -2.857
H: -2.422 2.062 -2.056
H: -3.532 4.139 -2.782
H: -2.831 5.257 -4.880
H: -1.083 4.233 -6.294
H: -0.017 2.104 -5.597
H: -1.257 -0.170 -5.934
H: -0.630 -1.431 -7.970
H: 1.379 -2.890 -7.950
H: 2.767 -3.044 -5.915
H: 2.176 -1.739 -3.909



# 4
Here is an isolated molecule of C6H13OP from OMol25. Energies are from the ωB97M-V functional and the def2-TZVPD basis.

Values from the calculation:
- charge = 0
- LUMO energy (eV) = 0.83
- energy relative to the best compared isomer or geometry (same formula, charge and spin) (eV) = 0.708
- SMILES = CPC(=O)C(C)(C)C
- energy (eV) = -17767.7443
- E_HOMO (eV) = -9.0

Cartesian coordinates (Å):
C: 3.241 -0.284 -0.350
P: 1.937 0.772 0.335
C: 0.528 -0.414 0.261
O: 0.873 -1.615 0.323
C: -0.903 -0.044 0.226
C: -1.339 0.263 -1.257
C: -1.122 1.196 1.086
C: -1.812 -1.257 0.616
H: 3.861 0.415 -0.954
H: 2.953 -0.952 -1.041
H: 3.885 -0.753 0.404
H: 1.649 1.589 -0.918
H: -2.373 0.430 -1.206
H: -1.011 -0.611 -1.858
H: -0.783 1.089 -1.542
H: -2.108 1.662 1.171
H: -0.937 1.144 2.084
H: -0.504 2.019 0.750
H: -2.832 -1.125 0.249
H: -1.748 -1.472 1.656
H: -1.454 -2.051 -0.035



# 5
Here is an isolated molecule of C3H7NO2 from OMol25. Energies are from the ωB97M-V functional and the def2-TZVPD basis.

Values from the calculation:
- charge = 0
- LUMO energy (eV) = 0.86
- energy relative to the best compared isomer or geometry (same formula, charge and spin) (eV) = 0.812
- SMILES = C[C@@H](O)C(N)=O
- energy (eV) = -8809.7164
- E_HOMO (eV) = -9.7

Cartesian coordinates (Å):
C: 1.511 -0.083 -0.669
C: 0.354 0.302 0.258
O: 0.018 1.681 0.246
C: -0.868 -0.627 -0.126
N: -2.018 -0.588 0.604
O: -0.784 -1.428 -1.045
H: 2.345 -0.534 -0.124
H: 1.896 0.769 -1.239
H: 1.108 -0.822 -1.367
H: 0.627 0.113 1.303
H: 0.135 2.012 -0.653
H: -2.263 0.144 1.245
H: -2.754 -1.201 0.274



# 6
Here is a structure of composition C43H40BrN4P2S2SeV from OMol25. Energies are from the ωB97M-V functional and the def2-TZVPD basis.

Values from the calculation:
- charge = 0
- LUMO energy (alpha / beta) (eV) = -0.83 / -0.99
- 2S+1 = 3
- energy relative to the best compared isomer or geometry (same formula, charge and spin) (eV) = 1.060
- energy (eV) = -252526.4106
- E_HOMO (alpha / beta) (eV) = -6.7 / -7.3

Cartesian coordinates (Å):
V: -0.853 0.541 -0.022
S: -0.614 0.626 2.501
P: 0.944 -0.385 1.794
C: 0.805 -0.441 0.055
P: 0.626 -2.055 -0.604
S: -1.140 -2.887 -0.513
C: 1.939 -3.164 0.023
C: 1.604 -4.474 0.330
C: 2.581 -5.356 0.750
C: 3.893 -4.933 0.850
C: 4.229 -3.621 0.557
C: 3.254 -2.732 0.145
C: 1.231 -1.906 -2.319
C: 0.775 -2.748 -3.322
C: 1.384 -2.718 -4.565
C: 2.463 -1.878 -4.793
C: 2.903 -1.023 -3.793
C: 2.281 -1.029 -2.562
C: 2.415 0.574 2.296
C: 3.231 1.188 1.356
C: 4.239 2.042 1.772
C: 4.417 2.305 3.121
C: 3.587 1.709 4.061
C: 2.593 0.842 3.651
C: 1.081 -1.978 2.648
C: -0.098 -2.697 2.799
C: -0.073 -3.944 3.390
C: 1.134 -4.481 3.808
C: 2.312 -3.765 3.649
C: 2.292 -2.507 3.078
H: 0.573 -4.785 0.255
H: 2.314 -6.372 1.001
H: 4.657 -5.627 1.165
H: 5.253 -3.290 0.658
H: 3.508 -1.701 -0.061
H: -0.055 -3.415 -3.123
H: 1.025 -3.365 -5.352
H: 2.965 -1.892 -5.750
H: 3.741 -0.363 -3.969
H: 2.591 -0.355 -1.772
H: 3.066 1.006 0.299
H: 4.878 2.521 1.042
H: 5.196 2.985 3.441
H: 3.699 1.942 5.110
H: 1.932 0.372 4.369
H: -1.032 -2.260 2.467
H: -0.993 -4.491 3.525
H: 1.159 -5.452 4.276
H: 3.253 -4.183 3.977
H: 3.202 -1.931 2.967
Br: -7.595 0.021 3.586
C: -6.088 0.058 2.418
C: -6.231 0.559 1.134
C: -5.135 0.586 0.296
C: -3.890 0.109 0.727
C: -3.773 -0.387 2.027
C: -4.866 -0.409 2.873
N: -2.818 0.091 -0.161
C: -3.039 -0.420 -1.337
C: -2.053 -0.244 -2.335
C: -2.213 -0.669 -3.660
C: -1.298 -0.277 -4.605
C: -0.253 0.561 -4.197
C: -0.126 0.895 -2.867
N: -0.978 0.484 -1.924
H: -7.195 0.908 0.793
H: -5.234 0.993 -0.703
H: -2.828 -0.783 2.369
H: -4.769 -0.800 3.875
H: -3.977 -0.916 -1.582
H: -3.053 -1.297 -3.910
H: -1.390 -0.582 -5.637
H: 0.461 0.922 -4.918
H: 0.699 1.517 -2.533
C: -0.858 5.032 -3.217
N: -1.242 5.149 -1.841
C: -0.683 6.011 -0.932
C: -1.346 5.853 0.236
N: -2.310 4.901 0.036
C: -3.224 4.425 1.034
C: -2.223 4.447 -1.232
Se: -3.197 3.100 -1.961
H: -0.816 6.023 -3.669
H: -1.600 4.432 -3.742
H: 0.116 4.550 -3.313
H: 0.128 6.660 -1.192
H: -1.224 6.338 1.183
H: -3.608 5.269 1.606
H: -2.729 3.727 1.716
H: -4.050 3.909 0.547
C: -0.061 2.425 0.040
H: -0.688 2.959 0.756
H: -0.057 2.975 -0.902
H: 0.951 2.444 0.454



# 7
Here is a structure of composition C20H24NPtSSbSi from OMol25. Energies are from the ωB97M-V functional and the def2-TZVPD basis.

Values from the calculation:
- charge = +2
- LUMO energy (alpha / beta) (eV) = -8.85 / -8.88
- energy relative to the best compared isomer or geometry (same formula, charge and spin) (eV) = 3.396
- energy (eV) = -51099.0631
- E_HOMO (alpha / beta) (eV) = -14.3 / -14.5

Cartesian coordinates (Å):
Pt: -0.745 0.276 0.676
S: 1.450 -0.337 0.422
C: 1.467 -0.129 2.183
C: 2.496 -0.366 3.069
C: 2.225 -0.150 4.412
C: 0.959 0.275 4.818
C: -0.016 0.478 3.869
N: 0.266 0.290 2.570
H: 3.460 -0.716 2.724
H: 2.998 -0.327 5.149
H: 0.733 0.444 5.862
H: -1.022 0.788 4.118
C: 0.449 4.843 -0.014
Sb: -0.481 2.946 -0.081
C: -1.444 2.934 -1.963
C: -2.035 3.296 1.333
H: -0.380 5.521 -0.221
H: 1.219 4.912 -0.777
H: 0.868 5.016 0.973
H: -2.258 3.660 -1.941
H: -1.824 1.940 -2.175
H: -0.722 3.219 -2.728
H: -2.818 3.883 0.851
H: -1.616 3.857 2.168
H: -2.463 2.367 1.707
C: -3.809 -2.853 -3.861
C: -4.199 -1.519 -3.829
C: -3.872 -0.735 -2.736
C: -3.165 -1.295 -1.653
C: -2.764 -2.646 -1.712
C: -3.087 -3.415 -2.809
Si: -2.873 -0.265 -0.230
C: -3.133 -0.849 1.478
C: -2.231 -1.621 2.245
C: -2.548 -1.975 3.548
C: -3.766 -1.584 4.087
C: -4.672 -0.831 3.337
C: -4.356 -0.438 2.052
H: -4.074 -3.466 -4.713
H: -4.753 -1.094 -4.655
H: -4.181 0.304 -2.713
H: -2.219 -3.094 -0.888
H: -2.787 -4.454 -2.852
H: -3.586 1.014 -0.426
H: -1.315 -2.003 1.806
H: -1.861 -2.572 4.133
H: -4.025 -1.878 5.096
H: -5.628 -0.556 3.762
H: -5.066 0.155 1.485



# 8
Here is a structure of composition C9H11ClN2O2ReS from OMol25. Energies are from the ωB97M-V functional and the def2-TZVPD basis.

Values from the calculation:
- charge = +2
- LUMO energy (alpha / beta) (eV) = -7.16 / -10.29
- 2S+1 = 4
- energy relative to the best compared isomer or geometry (same formula, charge and spin) (eV) = 0.000
- energy (eV) = -42056.7056
- E_HOMO (alpha / beta) (eV) = -16.6 / -16.7

Cartesian coordinates (Å):
Cl: -1.417 2.550 -2.305
C: -0.877 -1.808 -0.962
C: 0.545 -1.969 -0.750
C: 1.220 -0.941 -1.492
H: 1.027 -2.739 -0.159
C: 0.237 -0.159 -2.199
C: -1.061 -0.672 -1.819
H: -1.996 -0.300 -2.217
H: -1.662 -2.447 -0.577
H: 2.289 -0.796 -1.612
C: 0.502 0.903 -3.189
Re: -0.069 0.017 0.023
C: 1.544 1.047 0.495
O: 2.490 1.651 0.816
C: -1.455 1.429 0.433
O: -2.249 2.196 0.790
H: 1.454 1.407 -3.005
H: -0.353 1.709 -3.060
H: 0.421 0.529 -4.215
N: 0.070 -1.234 4.529
C: -0.177 -0.293 3.615
N: 0.017 0.995 3.917
S: -0.881 -0.849 2.120
H: 0.432 -1.005 5.447
H: -0.120 -2.199 4.283
H: -0.263 1.741 3.284
H: 0.334 1.237 4.852